1.
C48H64As4IrN2O4PS | ωB97M-V/def2-TZVPD

Summary:
Frontier orbital gap (alpha / beta), eV: 4.9844 / 4.8107
Charge: +2
2S+1: 1
LUMO energy (alpha / beta), eV: -7.2 / -7.4

The geometry in XYZ format:
```
125
Properties=species:S:1:pos:R:3:forces:R:3
C -4.2676 5.2756 -1.5722 0.0328 -0.0832 0.1611
H -2.5366 -1.1794 -1.4799 -0.1860 0.0312 0.0952
H 1.2887 -2.9464 2.6424 -0.0205 0.0277 -0.0710
H 5.0781 0.0097 2.5529 -0.0023 -0.0417 -0.1259
H -2.1902 3.7280 -0.0639 0.0547 0.0304 0.0259
H -6.1896 -0.5115 -2.0025 -0.0738 -0.0435 -0.0402
P -0.1292 1.4229 0.1532 -1.1231 -2.6271 -1.1325
C -2.0289 -4.6352 1.6284 -0.0761 0.1231 0.0344
C 0.0083 -0.6832 -1.8590 -0.3411 -0.2227 -0.6347
C -5.4576 1.4764 0.6310 0.0868 0.1218 0.2128
H 5.5969 -3.2299 -2.5147 0.0263 -0.0368 -0.0365
H 0.7954 -4.2714 0.1262 0.1627 0.1589 -0.0090
As 4.4791 0.3467 0.0618 1.4103 -0.2300 -0.5974
H -6.6250 -0.3038 0.4088 -0.0867 -0.1142 0.0759
H 4.9818 -6.0540 0.6926 -0.0608 0.0023 0.1253
H 2.6066 -3.9948 2.0988 0.0308 0.0950 -0.2328
H -4.2961 3.2698 0.5510 -0.0348 0.0366 -0.0055
C 5.4206 -2.8670 0.9231 -0.0851 0.0518 -0.1185
C -1.2148 0.3474 2.4746 0.2113 -0.2724 -0.1740
C -3.4805 -2.3618 0.9689 -0.0478 0.1310 0.1500
H 2.9587 -2.4126 2.8327 0.0367 -0.0008 -0.0593
H 4.9682 -2.1172 1.5754 0.0528 -0.0796 0.1678
As 6.1533 -5.4649 -1.5382 0.3775 0.0315 -0.3240
H 3.2363 -2.6669 -1.7511 -0.0776 -0.0782 0.0846
C -1.8789 0.4306 3.6842 -0.0061 -0.1105 -0.0114
C 1.3994 4.5998 1.0767 -0.0443 -0.2502 -0.1974
H 0.6886 -3.2930 -1.3567 0.1018 0.0073 0.0589
C 5.0076 -2.6145 -0.5221 0.1040 0.0686 0.1327
N -2.8090 -1.7896 -2.2402 -0.6715 -0.4281 0.3665
C 0.9499 5.7349 0.4350 -0.0697 0.2738 0.1070
C 4.4769 -6.1609 -2.3044 -0.0732 0.1986 0.3090
H -0.3072 -2.8888 0.0527 0.0993 -0.0001 0.0412
C 0.9883 5.8264 -0.9490 0.2168 -0.1655 0.0615
C 1.9401 3.6285 -1.0748 -0.1220 -0.2782 0.2835
H -0.6485 2.0615 -2.1146 0.0687 -0.1204 0.0553
Ir 2.0555 0.4406 0.1123 -1.7113 -0.7421 -0.2065
H 6.7185 -5.7449 0.9571 0.0324 0.0805 -0.0097
C -2.3131 -3.6935 2.6121 0.0952 -0.0398 -0.1202
C -3.5954 6.3673 -1.0311 0.0611 -0.4150 -0.0521
H -1.2458 3.6300 1.6561 -0.1771 0.0705 -0.0418
C 1.5105 4.7786 -1.6994 0.0494 0.2325 -0.1093
H 6.4018 1.6637 -0.9485 -0.1690 -0.0862 0.0445
C 5.9835 -6.1844 0.2877 -0.2910 0.2208 -0.0902
H -4.0704 -1.4999 0.6986 -0.1568 0.1915 0.0279
H 6.9110 -3.0972 -1.3700 -0.0262 -0.0438 -0.0283
H -2.5440 3.7414 3.7300 -0.0151 0.0921 0.0373
C -1.0599 1.4881 1.6863 0.5339 0.2157 -0.1328
H -1.9901 -0.4448 4.3049 -0.0202 -0.1343 -0.0277
As 2.1119 -2.1217 0.4064 0.3518 -0.9885 -0.0838
H -3.3177 -1.8516 3.0346 -0.0651 0.0993 0.0642
C 5.8830 -3.4545 -1.4823 -0.2342 -0.4089 0.1887
H 1.5852 4.8691 -2.7714 -0.0095 0.0033 -0.1315
C -4.3081 7.4365 -0.5178 -0.1528 0.1719 -0.0281
C 2.2276 2.2689 0.9736 0.8745 0.0585 -0.0697
C 5.5143 0.5443 1.7098 -0.2908 0.0698 0.1167
H 0.1496 -1.4015 -3.8639 -0.0835 0.0686 0.0339
H -1.4932 -5.5373 1.8879 0.0722 -0.0619 0.0223
H -1.1205 -0.1973 -3.5832 0.0289 0.1166 0.0306
H -2.9404 1.6910 5.0509 -0.0382 0.0072 0.1283
C -2.4566 -4.4409 0.3237 -0.0151 -0.1205 -0.1048
C -6.3719 6.3665 -1.1312 0.0361 0.1444 -0.0861
H -1.2144 -3.1059 -2.6248 0.1116 0.0818 -0.1543
H 3.3843 -4.0228 -0.6208 -0.0870 0.1384 0.0271
H 3.6222 -6.0231 -1.6428 -0.0906 -0.0262 -0.0272
H -4.8018 1.1809 -3.1539 -0.0395 -0.0498 -0.0339
H 5.0522 2.7394 -0.5353 0.0071 -0.0418 -0.0016
H -2.5128 6.3765 -1.0103 0.0967 0.0422 0.0865
H -1.0407 4.3025 -1.2853 -0.1271 -0.0834 -0.0120
C -2.3974 1.6391 4.1210 0.0711 0.0837 -0.1306
H 5.5467 1.6036 1.9699 -0.0201 -0.0626 -0.0888
H 5.0342 -0.9946 -1.9492 0.0517 0.0621 0.0512
H -2.2615 -5.1646 -0.4511 0.0362 -0.1808 -0.0738
H 1.3756 4.5399 2.1543 -0.0340 -0.0218 0.1426
H -2.0570 -2.4659 -4.0304 0.2698 0.0236 0.0621
H -6.2482 8.2833 -0.1859 -0.0303 0.0559 0.0759
H -1.2224 -4.7652 4.1162 0.0472 -0.0321 0.0688
C -4.9929 1.2590 -2.0905 0.1284 0.1620 -0.2204
H 6.5321 0.1895 1.5280 -0.1778 0.0062 -0.0627
H 2.3497 2.8060 -1.6502 -0.0452 -0.0414 -0.0205
H -7.4505 6.3621 -1.1756 -0.0805 0.0409 -0.0242
H 2.4044 2.4972 2.9810 -0.0734 0.3517 0.0671
H -2.0406 1.4149 -1.2335 0.1150 -0.1242 0.2562
N 2.4726 1.9179 2.1537 -0.0507 -0.7830 -0.4592
H -2.7012 -3.9941 4.6870 -0.0140 -0.0312 0.1073
C -1.8463 -3.8804 4.0223 -0.0910 -0.0588 0.0462
C -5.6607 5.3002 -1.6467 0.2638 -0.3083 -0.0432
S -3.7629 -3.0625 -1.6653 0.1499 0.7264 -0.0099
H 4.6084 -7.2295 -2.4746 0.0660 0.0396 0.0356
O 1.2489 -0.5087 -1.8647 1.5672 1.0773 1.1258
H 5.0969 -3.8526 1.2465 0.0281 -0.0480 0.0984
C -6.0091 0.4286 -0.0884 -0.0560 -0.1467 -0.0435
H 0.6258 6.7148 -1.4391 -0.0268 0.1473 -0.0886
C -3.1693 -3.3029 0.0055 -0.2094 -0.1366 -0.5930
C -1.2190 2.1402 -1.1836 0.5605 0.3235 -0.0091
C -5.6948 7.4407 -0.5715 0.0536 -0.0298 0.0606
C 5.3139 1.7746 -0.9731 -0.1785 0.1626 0.0303
H 0.5751 6.5628 1.0177 -0.0414 0.0796 0.0408
O -5.1006 -2.5740 -1.6005 -0.0161 -0.0198 0.3187
As -3.3699 3.6943 -2.2829 -0.0188 -0.2864 -0.5469
C -1.6769 -2.2008 -3.0402 0.2977 -0.4622 -0.2672
H -1.2813 -3.0131 4.3649 0.0638 0.0233 0.0547
C -1.4951 2.7203 2.1815 -0.0038 0.2391 -0.2472
H -5.6295 1.5666 1.6940 -0.1046 -0.0327 0.0957
C 5.3147 -1.1577 -0.9025 -0.1828 0.1373 0.0276
C -1.7834 3.5402 -1.0538 -0.4061 0.3319 0.3870
C 0.6664 -3.2599 -0.2668 -0.2205 0.3682 0.0079
H 6.3956 -0.9858 -0.8220 -0.1719 0.0694 0.0023
H 6.1880 -7.2526 0.2313 0.0116 0.0013 -0.1204
C -0.6393 -1.0913 -3.1779 0.0798 -0.2775 0.3226
H 6.5044 -2.8135 1.0258 0.0240 0.0488 0.0827
H -3.7835 8.2720 -0.0798 0.0438 0.1114 0.0032
C -3.0545 -2.5636 2.2680 0.0395 -0.0525 -0.1563
O -3.4479 -4.2059 -2.4600 0.2567 -0.1651 0.0100
C 2.2784 -2.9585 2.1828 -0.0761 0.5339 0.0171
C -4.6917 2.4315 -0.0121 -0.0117 -0.0888 0.0716
H 4.2753 -5.6928 -3.2663 0.0424 0.0543 -0.0027
H 4.9755 1.7609 -2.0104 -0.0098 -0.0917 0.0916
H -0.8259 -0.5991 2.1204 -0.0357 -0.0848 0.0444
C -4.4607 2.3234 -1.3786 0.5216 0.5855 0.0426
C -2.1867 2.7876 3.3739 0.0098 0.0692 0.1248
H -6.1793 4.4660 -2.1060 -0.0983 0.0138 0.0990
C 1.8505 3.5058 0.3217 -0.0576 1.1198 0.1077
O -0.7172 -0.5056 -0.8435 -0.5552 1.3409 1.0005
C -5.7792 0.3156 -1.4488 -0.0251 -0.0114 -0.0047
C 3.5277 -2.9412 -0.7295 -0.0976 0.1175 -0.0028
```
Positions in Å, forces in eV/Å.

---

2.
C29H50O2 | ωB97M-V/def2-TZVPD

Summary:
SMILES: Cc1c(C)c2c(c(C)c1O)CC[C@@](C)(CCC[C@H](C)CCC[C@H](C)CCCC(C)C)O2
Frontier orbital gap, eV: 8.2214
Energy relative to the best compared isomer or geometry (same formula, charge and spin), eV: 0.259
2S+1: 1
LUMO energy, eV: 0.7

The geometry in XYZ format:
```
81
Properties=species:S:1:pos:R:3:forces:R:3
H 2.2002 2.7848 0.4890 -0.1131 0.0567 0.0218
C 3.7487 1.2972 0.2081 -0.0895 0.0836 -0.3870
C 3.0111 -1.1051 -0.2506 -0.0639 0.0264 -0.3006
C -5.8999 -1.9135 0.3515 0.1445 -0.0481 -0.0204
H 0.4517 -1.3144 0.6480 0.0460 -0.0065 0.1324
H 8.2431 2.1782 1.2146 0.1137 0.0538 -0.0130
C 3.2190 2.7274 0.1118 0.1213 -0.2174 0.1903
C 7.6387 1.7665 0.4017 -0.1897 -0.2163 0.0124
H -6.3712 -2.2078 1.2948 -0.0533 -0.0499 -0.0423
C 8.2213 -0.5966 1.1162 -0.1187 0.0967 -0.2981
C 8.2476 0.4236 -0.0192 0.1862 0.1525 0.1225
C 6.1804 1.7177 0.8617 0.1369 0.0577 -0.2997
H 4.0678 -1.3816 -0.2223 0.0351 -0.0100 0.0969
H 8.7333 -1.5083 0.8150 0.0414 -0.1154 0.0246
C -4.0976 -1.3694 2.6489 0.0698 0.1665 -0.3722
H -1.5787 -1.0715 1.8241 0.0171 -0.0070 0.1104
C 0.8016 -1.8571 -1.3999 0.1780 -0.3365 0.0852
C 9.6861 0.6434 -0.4860 -0.2894 -0.0869 -0.0572
H 2.4833 -3.0857 -0.8772 0.0014 -0.1069 -0.0756
C -6.0158 -0.4224 0.1528 0.2101 -0.0670 0.0746
H -3.4125 -0.7892 3.2625 0.0639 0.0455 0.0561
C 0.2986 -2.8395 -2.4579 0.0034 0.3125 0.0989
H 2.7884 -1.9609 -2.1984 0.0503 -0.0730 -0.0553
H -5.0753 -0.8975 2.7011 -0.1301 0.0015 0.0623
H -4.3370 -3.3727 0.6981 0.0550 -0.0293 -0.0154
C 2.8806 0.3638 -0.6485 0.1371 -0.1496 0.4644
H -9.1542 1.4583 -0.9271 0.0457 0.0811 -0.0006
H -4.1635 -2.3770 3.0510 -0.0245 -0.1255 0.0659
C 5.2201 1.2307 -0.2213 -0.0956 -0.0481 0.4835
H -7.2624 4.0459 -0.9650 0.0234 0.1295 -0.0239
C -6.1629 2.3300 -0.3469 -0.2474 -0.1052 -0.0213
H 3.8327 3.4117 0.6919 0.0326 0.1575 0.0377
H 5.4699 0.1994 -0.4716 0.0488 -0.0604 -0.1104
O -8.4745 2.1320 -0.8204 -0.1595 -0.0438 -0.0111
H 10.1264 -0.2916 -0.8257 0.1070 -0.0763 -0.0403
H -6.0200 4.3809 0.2474 0.0270 0.1182 0.0303
H 0.6240 -0.8419 -1.7683 -0.0170 0.0433 0.0173
C 2.3126 -2.0612 -1.2193 -0.0934 0.2167 0.1448
C -4.9564 1.7592 0.0350 0.0216 -0.2416 0.0462
H 5.8961 2.7263 1.1701 -0.0455 -0.0084 0.0950
H 0.8959 -2.7577 -3.3636 0.0401 -0.0309 -0.1131
C -1.4531 -1.8069 -0.1824 0.1477 -0.0966 0.3513
H -8.3811 -1.6244 0.2108 -0.0693 -0.0726 0.0084
H 3.6754 0.9701 1.2519 0.0085 -0.0341 0.0140
H -3.9058 3.4352 0.8519 0.0485 0.1064 0.0298
H -0.7360 -2.6377 -2.7205 -0.1326 -0.0575 -0.0718
H -5.5524 4.0756 -1.4232 0.0495 0.1009 -0.0482
H -6.4251 -2.4322 -0.4541 -0.0537 -0.0176 0.0942
H -8.7945 -0.8301 -1.3050 -0.1076 -0.0593 -0.0444
C -3.7269 2.6074 0.1673 -0.0288 -0.1062 0.0214
H 7.6759 0.0236 -0.8628 -0.0056 0.0037 0.0063
H -2.0067 -2.7783 1.6646 -0.0042 -0.0305 0.1008
H 0.2437 -3.0337 0.3162 0.0985 -0.0781 0.0832
H 2.6203 -1.2410 0.7594 0.0462 0.0013 0.0888
O -3.6541 -0.0954 0.6445 0.1006 0.0502 -0.0734
H 3.2197 3.0600 -0.9244 -0.0093 0.0603 -0.1423
H 6.0896 1.0751 1.7392 -0.0521 0.0051 0.0892
H 10.2940 1.0317 0.3289 0.1043 0.0555 0.1012
H 8.7227 -0.1973 1.9956 0.0660 0.0386 0.1490
C -3.5934 -1.4033 1.1985 0.1842 -0.6658 0.4155
C 0.0545 -2.0300 -0.0735 -0.1494 0.2563 -0.3762
H -4.0685 -2.2988 -0.6851 0.0494 -0.0626 -0.0107
H -2.9015 2.0099 0.5399 0.0792 0.0977 0.0062
H 7.2020 -0.8577 1.3877 -0.1120 -0.0752 0.1143
C -4.8861 0.3835 0.2849 -0.3778 0.2969 -0.1068
H -9.3263 -0.1524 0.2454 -0.0868 -0.0306 0.0185
C -7.3001 1.5269 -0.4466 0.3666 -0.3112 0.1022
H 0.3718 -3.8620 -2.0926 -0.0001 -0.1685 0.0368
C -8.5051 -0.6584 -0.2658 0.2301 0.1215 -0.0307
H 7.7125 2.4570 -0.4427 0.0545 0.0908 -0.0070
C -4.4385 -2.3476 0.3401 -0.0408 0.2687 0.0589
H 5.3556 1.8311 -1.1241 0.0042 -0.0012 -0.1394
H -1.8942 -2.5978 -0.7882 -0.0452 0.0262 -0.1104
C -2.1056 -1.7959 1.1990 -0.3441 0.2598 -0.4222
H 9.7201 1.3556 -1.3076 0.0639 0.0882 -0.0878
H 3.1557 0.4839 -1.6991 -0.0373 0.0603 -0.1371
C -6.2571 3.7970 -0.6412 -0.0760 -0.0911 0.0022
C -7.2403 0.1599 -0.1821 -0.1343 0.2855 -0.0491
H -1.6478 -0.8496 -0.6690 -0.0393 0.0055 -0.1041
H 1.8373 0.6656 -0.5428 -0.0981 0.0480 -0.0945
H -3.4481 3.0270 -0.7989 0.0751 0.0914 -0.0521
```
Positions in Å, forces in eV/Å.